# 1
DFT (ωB97M-V/def2-TZVPD) results for a structure of composition C6H5NO2 at a distorted geometry.

The geometry in XYZ format:
```
14
Properties=species:S:1:pos:R:3:nbo_charge:R:1
C 1.86983 -1.07171 0.03086 0.202
C 2.28145 1.29397 0.32443 -0.306
C 1.52325 0.26018 0.11151 -0.240
C -0.41957 0.73116 0.05892 0.656
C -2.57817 -0.57498 -0.36215 -0.065
C -1.11575 -0.56875 -0.01652 -0.120
N 2.38840 -2.08961 -0.09585 -0.281
O -0.74758 1.84677 0.22798 -0.478
O -2.16859 -0.81876 0.88401 -0.424
H 1.78582 2.18619 0.54716 0.216
H 3.35176 1.21556 0.22907 0.213
H -2.79920 0.49792 -0.71108 0.202
H -2.89376 -1.51600 -0.83084 0.201
H -0.47790 -1.39195 -0.39750 0.224
```

Kohn-Sham gap: 9.42 eV
Multiplicity: 1
Charge: 0
LUMO energy: -0.304 eV

# 2
DFT (ωB97M-V/def2-TZVPD) results for a structure of composition C37H56N4O7P4STeV at a distorted geometry.

The geometry in XYZ format:
```
111
Properties=species:S:1:pos:R:3:mulliken_spin:R:1
V -0.95480 0.60670 -0.07050 2.803
N 0.49190 0.43200 2.98370 0.000
P 1.39090 -0.63850 2.00760 0.099
C 3.01570 -0.43780 2.96730 0.004
C 3.10190 -0.47200 4.36530 0.000
C 4.31160 -0.33590 5.01000 0.000
C 5.48780 -0.16230 4.28920 0.000
C 5.42950 -0.15490 2.89810 0.000
C 4.21210 -0.29760 2.26380 -0.003
C 1.03390 -2.20560 2.90680 0.010
C -0.11650 -2.39790 3.66300 -0.003
C -0.33800 -3.60510 4.30260 0.000
C 0.56980 -4.64390 4.18720 0.001
C 1.71300 -4.46370 3.42380 0.000
C 1.94510 -3.25130 2.80150 0.002
C -0.28650 1.50710 2.64860 0.074
C -0.91870 2.17800 3.70310 -0.006
C -1.47960 3.42730 3.49860 0.014
C -1.32190 3.99470 2.23820 0.002
C -0.77440 3.23300 1.23160 0.073
N -0.35380 1.95040 1.37340 -0.026
H 0.35020 0.11280 3.93680 0.000
H 2.20220 -0.62240 4.94900 0.000
H 4.35200 -0.37400 6.09180 0.000
H 6.43670 -0.05180 4.79860 0.000
H 6.33940 -0.04330 2.31680 0.000
H 4.18710 -0.30900 1.18380 0.003
H -0.88620 -1.64090 3.69190 -0.002
H -1.24550 -3.73840 4.87610 0.000
H 0.38020 -5.59320 4.67660 0.000
H 2.42280 -5.27510 3.31190 0.000
H 2.84640 -3.10780 2.21710 0.000
H -0.96510 1.70660 4.67590 0.000
H -1.99280 3.94530 4.29680 0.004
H -1.65570 5.00230 2.03310 0.000
H -0.70400 3.64980 0.23090 -0.006
O -1.38250 -3.39990 1.32110 0.001
P -1.88960 -1.84650 1.10610 -0.018
O -2.76070 -1.47630 2.24700 0.001
O -0.57380 -1.04430 0.99690 -0.165
O -2.62010 -1.98400 -0.25510 -0.014
P -2.55530 -0.61550 -1.61930 0.057
O -3.22750 -1.75760 -2.54820 0.005
O -2.62190 0.54300 -2.78840 0.026
O -1.04910 -0.73370 -1.54480 0.026
H -0.91930 -3.62250 0.51620 -0.002
H -3.44900 -1.29800 -3.35700 0.005
C 2.74260 0.59680 -6.27230 -0.001
C 2.11150 -0.72650 -5.83090 0.000
C 1.55820 -0.63140 -4.40370 -0.001
C 2.39510 0.32240 -3.55740 0.020
C 2.18260 1.74120 -4.09590 -0.006
C 2.00320 1.76070 -5.62250 0.002
P 1.82760 0.18620 -1.75900 0.046
C 2.65360 -1.42230 -1.20700 -0.033
C 1.65490 -2.57380 -1.37060 0.011
C 2.29870 -3.89130 -0.95950 0.002
C 3.47290 -4.25630 -1.88670 0.000
C 4.00150 -3.03280 -2.64140 0.000
C 4.05080 -1.81780 -1.72050 0.001
C 2.92240 1.43560 -0.86360 -0.028
C 4.39420 1.61280 -1.26150 -0.001
C 4.91860 2.99310 -0.83100 0.000
C 4.28660 3.41620 0.49190 0.000
C 2.77860 3.64260 0.31360 -0.001
C 2.22330 2.79400 -0.83390 0.003
H 2.71740 0.68030 -7.36270 0.000
H 3.79160 0.62960 -5.96900 0.000
H 2.86370 -1.52090 -5.88900 0.000
H 1.30210 -0.99780 -6.51180 0.000
H 1.54490 -1.62680 -3.96550 0.001
H 0.52890 -0.26760 -4.39740 0.001
H 3.45010 0.03690 -3.63950 -0.002
H 3.02830 2.37440 -3.82150 0.000
H 1.27560 2.15460 -3.63590 0.012
H 2.36850 2.71000 -6.02330 0.000
H 0.94280 1.68820 -5.86260 -0.002
H 2.73040 -1.26320 -0.12270 0.014
H 1.27750 -2.65860 -2.38940 -0.004
H 0.79120 -2.35850 -0.74090 0.006
H 1.55600 -4.69390 -0.96470 0.000
H 2.65700 -3.79230 0.06650 0.000
H 3.16330 -5.01450 -2.61220 0.000
H 4.28170 -4.69280 -1.29050 0.000
H 3.36340 -2.81770 -3.49920 0.000
H 5.00370 -3.24950 -3.02970 0.000
H 4.54030 -0.99260 -2.23760 0.000
H 4.68050 -2.07710 -0.86360 0.000
H 2.86720 1.06870 0.17080 0.001
H 4.52670 1.52050 -2.34150 0.000
H 4.99780 0.83490 -0.78720 0.000
H 4.68080 3.73800 -1.59560 0.000
H 6.00920 2.96040 -0.73520 0.000
H 4.76020 4.32810 0.86700 0.000
H 4.46360 2.63090 1.22880 0.000
H 2.57900 4.69770 0.10890 0.000
H 2.26160 3.38340 1.23940 0.001
H 2.35010 3.31340 -1.78440 -0.004
H 1.15300 2.63110 -0.68370 0.011
C -5.55690 -1.64740 -0.40090 0.004
N -4.80480 -0.60260 0.25610 0.009
C -3.97080 0.19800 -0.57900 -0.007
N -4.85380 0.91810 -1.46540 0.016
S -3.04210 1.30050 0.54020 0.010
H -6.32820 -1.98420 0.29720 0.001
H -4.94390 -2.50590 -0.69860 0.000
H -6.03380 -1.22620 -1.28770 -0.001
H -4.26420 -0.99420 1.02720 0.006
H -4.30240 1.34430 -2.20350 0.001
H -5.29790 1.66390 -0.93330 0.000
Te -1.44530 2.15310 -2.22920 -0.052
```

Kohn-Sham gap (spin up / spin down): 4.25 / 4.44 eV
Multiplicity: 4
Charge: -2
LUMO energy (spin up / spin down): 4.043 / 4.043 eV
Expectation value of S²: 3.766

Across the entries above, relative energy (zero: lowest compared OMol25 entry of this formula, charge and spin) takes the values 122.1 79.6 kcal per mole, respectively.